Record 1
The following is a DFT calculation (the ωB97M-V functional and the def2-TZVPD basis) of a structure of composition C33H43N8O2PZr.

```
88
Properties=species:S:1:pos:R:3
Zr 0.09153 0.06551 -0.08105
O -0.97921 -3.96162 1.27992
C -0.63852 -2.81217 1.11953
N -0.54898 -2.10424 -0.05893
C -0.85492 -2.72869 -1.24300
O -0.94848 -3.91010 -1.48691
C -1.09829 -1.74567 -2.38091
C -1.41825 -2.20836 -3.64828
C -1.68109 -1.27411 -4.63419
C -1.62849 0.08134 -4.33109
C -1.28750 0.46283 -3.04844
N -1.01667 -0.44383 -2.10240
C -0.32424 -1.96469 2.33816
C -0.48736 -2.48279 3.61310
C -0.24946 -1.64572 4.68963
C 0.12873 -0.32936 4.46302
C 0.25655 0.11459 3.15981
N 0.03152 -0.69867 2.12863
H -1.46205 -3.27371 -3.81887
H -1.93675 -1.59842 -5.63463
H -1.84755 0.83634 -5.07252
H -1.22466 1.49907 -2.73886
H -0.79821 -3.51187 3.71626
H -0.36998 -2.01105 5.70111
H 0.30747 0.35254 5.28205
H 0.51492 1.13613 2.91252
N 2.14108 0.25850 -0.04438
P 3.17841 0.83884 -1.04361
N 2.70126 2.31498 -1.70163
C 2.17309 3.27474 -0.71195
C 1.83018 4.58269 -1.40677
C 3.09005 5.27068 -1.95328
C 4.15981 4.22648 -2.29767
C 3.50023 2.93803 -2.76994
N 3.46924 -0.05787 -2.43882
C 2.40488 -0.13741 -3.43244
C 2.96376 -0.58928 -4.77479
C 3.67678 -1.93078 -4.63183
C 4.72354 -1.85838 -3.52443
C 4.10079 -1.35738 -2.22961
N 4.67614 0.95009 -0.33210
C 5.90955 1.20307 -1.07908
C 7.07839 0.48890 -0.41396
C 7.31865 1.03652 0.99950
C 5.99771 1.48199 1.64543
C 4.82794 0.67766 1.10018
H 2.90997 3.46286 0.08446
H 1.28407 2.85548 -0.24134
H 1.29267 5.22844 -0.71153
H 1.13150 4.36066 -2.21854
H 3.48578 5.97838 -1.22183
H 2.83887 5.85339 -2.84247
H 4.76915 4.00425 -1.41781
H 4.84312 4.59695 -3.06458
H 4.23943 2.22174 -3.12772
H 2.84841 3.16117 -3.62564
H 1.91451 0.83050 -3.51572
H 1.63656 -0.86237 -3.09990
H 3.66641 0.16959 -5.13344
H 2.15412 -0.65401 -5.50589
H 4.13004 -2.23220 -5.57819
H 2.94064 -2.70160 -4.37668
H 5.52939 -1.17724 -3.81683
H 5.17689 -2.83757 -3.35492
H 4.85427 -1.25930 -1.44669
H 3.35335 -2.07978 -1.86494
H 6.12770 2.27816 -1.13434
H 5.77972 0.85350 -2.10470
H 7.97248 0.59281 -1.03093
H 6.85219 -0.58010 -0.37264
H 8.01302 1.87882 0.96083
H 7.79893 0.26965 1.61079
H 5.80995 2.53887 1.43461
H 6.04117 1.38365 2.73111
H 3.89780 0.93542 1.60176
H 4.99072 -0.39388 1.28108
N -0.93694 1.60992 0.32780
C -2.26190 1.73502 0.67891
C -2.90943 2.98339 0.63602
C -4.25076 3.11014 0.95753
C -4.99950 2.00416 1.34018
C -4.38193 0.76018 1.39263
C -3.04263 0.62060 1.07004
H -2.33001 3.85061 0.34490
H -4.71580 4.08818 0.91183
H -6.04648 2.11065 1.59244
H -4.94714 -0.11784 1.68307
H -2.60174 -0.37180 1.11058
```

Computed properties:
LUMO (Eh): -0.0124
Energy (eV): -61509.407
ΔE to the lowest compared entry with this formula, charge and spin (eV): 0.128
Multiplicity: 1

Record 2
The following is a DFT calculation (the ωB97M-V functional and the def2-TZVPD basis) of a structure of composition C33H44B2F2IN5O15P.

```
103
Properties=species:S:1:pos:R:3
C 0.96590 -2.30932 3.44683
C 0.74946 -1.44335 2.33430
N 0.59469 -0.51534 1.08966
B 1.93999 0.14504 1.05591
N 3.11656 -0.41836 1.90634
O 2.43038 1.28747 0.24746
C 0.18172 -1.47443 0.00710
C 0.88236 -2.99501 0.14355
C 2.49929 -3.11750 0.21550
C 3.02246 -4.60950 -0.32836
C 2.77497 -5.76557 0.83382
O 2.48869 -7.04663 0.14127
P 0.75435 -1.07507 -1.79298
O 2.22872 -0.60759 -2.04320
C -1.50680 -1.69971 -0.03620
C -1.96866 -3.08094 -0.76000
C -1.66175 -3.46482 -2.27744
C -1.92340 -2.48584 -3.52119
F -2.54335 -4.67678 -2.57950
O -2.05911 -0.63833 -0.94314
C -3.50441 -0.60585 -1.01984
N -4.78620 -0.90759 -1.08243
N -2.17912 -1.42661 1.26814
C -3.17870 -2.34715 1.79952
C -2.60299 -3.77139 2.47244
O -2.91961 -4.98136 1.93085
F -1.79277 -3.83219 3.71579
C -1.87143 -0.16429 1.98949
I -2.05344 -0.40409 4.24079
C -3.11020 0.96513 1.93356
N -4.34083 0.58710 2.70605
C -0.39508 0.52942 1.58411
C -0.72270 1.77558 0.54164
C -0.40047 2.01079 -0.86513
B 0.29535 1.43180 2.82258
O 0.85345 1.02916 4.11714
O 0.63128 2.90193 2.66131
C -0.31820 3.73354 3.40897
C -0.51837 5.12060 2.49541
H 0.99551 -3.18040 4.23225
H 3.21803 0.30445 2.67777
H 4.02164 -0.31714 1.35999
H 2.68684 2.04539 0.88211
H 0.28463 -3.69696 0.90246
H 0.71759 -3.57715 -0.89067
H 3.12340 -2.26914 -0.27445
H 2.79192 -3.11355 1.37344
H 2.59120 -4.89084 -1.37905
H 4.19685 -4.50184 -0.42509
H 3.76471 -5.92096 1.44978
H 1.86794 -5.47107 1.54217
H 1.48741 -7.09352 0.05684
H 0.75370 -2.28988 -2.63479
H -0.09377 -0.16782 -2.52031
H -1.61582 -4.02354 -0.10781
H -3.15328 -3.26180 -0.75175
H -0.60017 -3.97513 -2.50277
H -2.39963 -1.44783 -3.36585
H -2.58386 -3.02291 -4.36061
H -0.88159 -2.28698 -4.07278
H -4.05087 -2.56794 1.00567
H -3.89375 -1.96313 2.67670
H -2.65948 1.90794 2.51358
H -3.40397 1.33121 0.88426
H -4.86510 -0.09228 2.07700
H -4.94289 1.39641 2.97105
H -1.28960 2.73012 0.99609
H 0.64084 2.33975 -1.32791
H -1.26448 1.83518 -1.67033
H 0.38006 1.46100 4.89075
H 0.20875 4.07398 4.42240
H -1.33945 3.21513 3.64537
H 0.55787 5.60972 2.40874
H -1.30185 5.86066 2.95554
H -0.83488 4.83423 1.39571
C 7.88558 -0.64860 -4.19772
C 7.72454 -0.74983 -2.87691
C 6.41020 -1.12230 -2.28411
O 6.29760 -1.22597 -1.06773
C 5.28094 -1.34953 -3.19940
C 5.44135 -1.24486 -4.51999
C 6.76215 -0.89952 -5.11359
O 6.88297 -0.82868 -6.33201
O 4.38368 -1.45442 -5.38579
O 8.77519 -0.51288 -2.00968
H 8.83590 -0.38088 -4.64217
H 4.32700 -1.60208 -2.75448
H 4.75330 -1.32205 -6.28598
H 8.40701 -0.65117 -1.10990
C -4.23718 5.46700 -1.29508
C -5.05384 6.48083 -1.58821
C -5.53111 7.41917 -0.53495
O -6.26578 8.35275 -0.83779
C -5.09687 7.17908 0.85011
C -4.28300 6.16313 1.14356
C -3.78396 5.24175 0.08613
O -3.02217 4.32788 0.38391
O -3.87317 5.93010 2.44353
O -5.48617 6.69728 -2.88373
H -3.88083 4.77873 -2.05114
H -5.46540 7.85787 1.60850
H -3.28979 5.14151 2.39573
H -6.06464 7.48939 -2.83678
```

Computed properties:
Net charge: +1
LUMO (Eh): -0.1515
Energy (eV): -97245.495
Multiplicity: 1

Record 3
The following is a DFT calculation (the ωB97M-V functional and the def2-TZVPD basis) of a structure of composition C33H44BInN9O2S.

```
91
Properties=species:S:1:pos:R:3
In -0.74317 -0.26939 0.07431
C 0.33257 4.97275 -0.45727
C 0.31772 3.58629 -1.00469
C 0.19882 3.19920 -2.32496
C 0.22308 1.80431 -2.32147
N 0.34886 1.36891 -1.06050
N 0.41711 2.47475 -0.25842
B 0.69669 2.43253 1.26748
N -0.60722 2.18415 2.06573
N -1.34083 1.04452 1.94322
C -2.39192 1.15687 2.76469
C -2.31340 2.38579 3.43343
C -1.17724 3.00613 2.96199
C -0.64242 4.34872 3.33773
C -3.47511 0.12180 3.00482
C -4.75398 0.84858 3.44178
C -3.80980 -0.71331 1.77356
C -3.00846 -0.79889 4.14339
N 1.77033 1.39277 1.59639
N 1.81264 0.17148 0.99931
C 2.90613 -0.43292 1.44890
C 3.56495 0.39768 2.37748
C 2.81560 1.54849 2.43566
C 3.04192 2.77396 3.25705
C 3.40093 -1.78395 0.98023
C 3.19551 -2.82156 2.09154
C 2.68964 -2.23245 -0.29007
C 4.90264 -1.66981 0.67852
C 0.17779 0.90540 -3.53906
C 1.29474 -0.13935 -3.45201
C -1.19492 0.23484 -3.67855
C 0.41492 1.75571 -4.79312
H 0.19094 5.67541 -1.27523
H -0.49351 5.12312 0.23759
H 1.26716 5.19411 0.05945
H 0.10765 3.86111 -3.16730
H 1.09301 3.51146 1.59339
H -3.00449 2.78906 4.15239
H -1.30293 4.79532 4.07967
H 0.35926 4.28281 3.76281
H -0.59133 5.01768 2.47935
H -5.06770 1.57483 2.68977
H -5.55458 0.11727 3.57019
H -4.62649 1.36814 4.39313
H -4.08760 -0.09233 0.92326
H -2.98731 -1.36005 1.48140
H -4.65168 -1.37128 2.00411
H -2.78997 -0.21900 5.04307
H -3.79342 -1.52244 4.38038
H -2.11412 -1.34832 3.84835
H 4.47623 0.19881 2.91650
H 3.96587 2.66145 3.82295
H 3.12075 3.66892 2.63887
H 2.22765 2.93274 3.96673
H 2.13548 -2.91994 2.32344
H 3.57853 -3.79494 1.77235
H 3.72346 -2.52504 3.00133
H 1.62218 -2.35740 -0.13702
H 2.82747 -1.50292 -1.09063
H 3.10009 -3.19044 -0.62133
H 5.47553 -1.39843 1.56711
H 5.27818 -2.62925 0.31434
H 5.08620 -0.91457 -0.08849
H 1.17251 -0.79068 -2.59129
H 1.28332 -0.76204 -4.35067
H 2.26813 0.35359 -3.38721
H -1.41920 -0.42525 -2.84423
H -1.98199 0.98923 -3.74018
H -1.21310 -0.36044 -4.59584
H 1.36567 2.29011 -4.73973
H 0.43856 1.10095 -5.66658
H -0.38470 2.48318 -4.94379
O -2.40378 -2.12922 -0.79595
C -1.27358 -2.59224 -0.96597
O -0.28604 -1.87381 -1.38256
C -0.89404 -3.88582 -0.32414
C -0.91641 -5.14296 -0.89607
C -0.53361 -6.25335 -0.15374
C -0.13187 -6.08413 1.16288
C -0.10750 -4.82143 1.73863
C -0.48659 -3.69382 1.00950
S -0.42966 -2.11386 1.80154
H -1.23583 -5.25357 -1.92508
H -0.54926 -7.23933 -0.60041
H 0.17035 -6.94186 1.75185
H 0.21093 -4.70067 2.76676
N -2.85506 5.21057 -1.63409
C -3.16590 4.17496 -1.21496
N -3.61164 3.04784 -0.69339
C -2.94045 1.96070 -0.77772
N -2.39739 0.92748 -0.76350
```

Computed properties:
Net charge: -1
LUMO (Eh): 0.0910
Energy (eV): -69134.188
ΔE to the lowest compared entry with this formula, charge and spin (eV): 0.362
Multiplicity: 1

no.,gap between HOMO and LUMO (eV)
1,6.4
2,6.8
3,7.6